44
Properties=species:S:1:pos:R:3:forces:R:3 method="wB97M-V/def2-TZVPD" homo_energy_ha=-0.348 smiles="COCCN(CCOC)C(=O)COC(=O)c1cc([N+](=O)[O-])ccc1Cl" e_above_lowest_kj_mol=5.5
N -0.13438 -2.09073 0.13558 0.20 -0.27 -0.13
H -0.65232 -4.82549 -0.29455 0.06 0.07 -0.04
H 0.58683 -1.55470 -1.72101 -0.11 0.03 0.01
C 1.16575 1.64857 -1.81546 -0.01 0.00 0.01
H -2.58548 -0.72372 -0.06110 0.09 -0.04 0.20
C -2.12073 -0.84249 0.92497 -0.54 -0.41 -0.18
Cl 0.26753 1.36502 3.12840 0.38 -0.14 0.54
C 0.26310 -4.37909 -0.70777 -0.04 0.18 0.00
H 0.07348 -6.99218 -1.01420 0.02 -0.01 -0.02
H 1.75032 -2.95663 -0.08310 0.00 0.03 0.00
H -0.64261 -0.46940 -1.07812 0.04 -0.04 -0.04
O -1.27940 6.01556 -1.25876 -0.18 0.01 -0.31
C 0.91932 -6.48823 -1.49669 -0.02 -0.03 -0.03
H 0.64333 -6.25062 -2.53188 0.01 -0.03 0.02
C -1.50216 1.39123 0.45519 -0.23 0.16 -0.44
C 0.23117 -1.06399 -0.81099 0.14 0.44 0.05
H 1.12261 3.97098 3.39115 0.04 -0.01 0.06
C -1.20657 -2.07291 0.95703 -0.15 0.55 -0.04
H 2.13246 1.35627 -2.24012 0.01 0.02 0.00
O -0.17543 7.18625 0.16469 0.11 0.32 0.07
C -0.45790 4.97172 0.58723 0.20 -1.05 0.75
H 1.78518 -7.14663 -1.49386 -0.06 -0.07 -0.06
H 0.75814 6.00715 2.01167 0.01 0.00 0.03
H -1.63265 3.70910 -0.68594 0.02 -0.01 0.03
C -1.03384 3.77071 0.21186 -0.01 0.19 -0.04
C 0.74034 -3.24714 0.20698 -0.04 -0.52 0.04
O 1.06482 1.24395 -0.46846 0.07 0.01 0.01
H 1.35557 -0.22651 0.84246 0.01 -0.10 -0.13
C 0.51659 3.92920 2.50019 -0.08 -0.19 -0.05
H 2.30874 -0.38413 -0.65399 -0.04 0.03 0.05
C 1.32286 -0.11989 -0.24505 0.09 -0.23 0.02
H 0.75472 -3.61219 1.23565 0.10 0.06 -0.11
O 1.29371 -5.33288 -0.79039 0.08 0.20 0.18
H 1.08224 2.73332 -1.81321 0.00 0.02 -0.12
C 0.31907 5.05957 1.73877 -0.14 0.15 -0.31
N -0.65442 6.14569 -0.23034 -0.06 0.30 -0.22
C -0.84743 2.62535 0.97897 0.08 0.23 0.27
H -2.90012 -1.01642 1.67339 0.21 0.00 -0.16
O -1.47311 -3.00230 1.69110 -0.22 -0.26 0.25
C -0.05596 2.71243 2.13078 -0.22 0.40 -0.36
H 0.36075 1.23073 -2.42723 -0.02 0.00 -0.02
O -1.44428 0.35553 1.28883 0.15 -0.08 0.04
H 0.02899 -3.98517 -1.71172 0.00 -0.01 0.09
O -2.04882 1.35508 -0.62093 0.02 0.08 0.11



38
Properties=species:S:1:pos:R:3:forces:R:3 method="wB97M-V/def2-TZVPD" homo_energy_ha="-0.257 / -0.280" multiplicity=5
H 3.71914 -1.10638 0.74905 0.01 -0.04 0.03
H -1.38256 2.27911 1.79401 -0.03 0.03 0.00
H -4.21329 -4.68319 -0.82673 0.01 0.00 0.03
H -0.53364 3.68024 1.13162 -0.06 0.01 0.03
H -1.53932 2.67246 0.08597 -0.04 0.04 0.04
H 0.36835 3.69512 -1.39710 0.02 0.03 -0.03
H -4.16772 -0.38200 -0.90640 0.04 0.01 -0.03
S 0.08454 -2.41222 -0.91001 0.37 0.33 -0.24
H -0.27336 -1.06164 2.18186 -0.01 0.00 0.03
C -3.70823 -1.35858 -0.89789 -0.22 0.11 0.00
H 2.01245 4.06095 -0.86769 -0.03 0.03 -0.02
C 0.75361 0.61555 1.30250 0.14 -0.01 -0.05
C 2.00091 0.18990 0.76031 -0.17 -0.03 -0.05
N -2.36010 -1.33130 -0.92496 0.11 -0.46 0.03
C 3.61190 1.07681 -1.10228 -0.14 0.02 0.05
H -5.48500 -2.51385 -0.84662 0.00 0.04 0.00
C -2.32154 -3.69625 -0.85128 -0.14 -0.01 0.01
C 0.35705 1.79691 0.63142 -0.15 -0.23 -0.16
C 2.79818 -0.95445 1.31041 -0.12 0.05 -0.13
H 3.39436 0.88360 -2.15573 0.08 0.03 -0.01
C 0.08542 -0.06617 2.45912 -0.01 -0.01 -0.17
C -3.69368 -3.73477 -0.84327 0.12 -0.01 -0.01
C -0.84144 2.65270 0.92638 0.08 -0.12 -0.14
C 1.33691 2.08020 -0.35760 -0.30 -0.33 -0.58
Fe 0.30203 -0.00969 -1.02537 0.03 0.42 1.80
H -1.72559 -4.59696 -0.82937 -0.03 -0.01 -0.01
H 3.06332 -0.75802 2.35271 0.05 -0.05 0.00
C -4.40590 -2.53427 -0.86164 0.04 0.00 0.01
C 1.36598 3.27441 -1.26950 0.04 -0.08 0.13
O -1.77926 -0.14714 -0.98068 0.51 0.34 -0.22
C -1.62259 -2.48013 -0.89179 -0.07 0.21 -0.02
C 2.36129 1.09207 -0.26668 -0.20 -0.35 -0.38
H 4.30117 0.30591 -0.76204 0.03 0.01 -0.02
H 2.22928 -1.88699 1.28520 0.03 -0.01 0.02
H 4.12562 2.03925 -1.04883 0.04 -0.02 0.00
H 0.79428 -0.19646 3.28023 -0.05 0.01 0.05
H 1.75212 3.00906 -2.25511 0.00 0.07 -0.01
H -0.76468 0.50620 2.82779 0.00 -0.02 0.03



39
Properties=species:S:1:pos:R:3:forces:R:3 method="wB97M-V/def2-TZVPD" homo_energy_ha=-0.552 charge=+2
C 1.52526 2.64096 -1.19021 -0.05 -0.07 0.09
H 1.33667 2.30920 -2.21783 0.05 0.09 -0.03
C -1.96101 -3.39021 1.24720 0.03 0.06 0.14
H -2.40907 -4.18469 -2.01082 -0.01 -0.01 0.02
C 0.35313 0.61186 5.54755 -0.01 -0.03 0.03
H 2.48477 1.86837 0.58680 0.08 -0.03 0.04
H 2.06823 3.58220 -1.27191 0.00 0.01 0.02
H 0.16116 0.27518 6.55717 0.00 0.00 -0.01
H 1.02988 1.79950 1.95626 0.05 0.08 -0.05
C -2.37022 -4.10419 0.12742 0.00 0.00 -0.03
N -0.25709 -0.43770 2.04360 0.18 0.30 -0.02
N -0.70570 1.71320 -0.60134 -0.22 0.08 0.18
H -0.29404 3.77677 -0.88965 -0.04 -0.04 -0.06
C 2.40968 1.63380 -0.47168 0.00 0.07 -0.15
H 1.84853 -0.01424 -1.58447 0.07 -0.05 0.03
C -0.98341 -1.70616 -0.21689 0.12 0.21 -0.23
C 1.03942 1.80290 5.33280 0.01 0.02 0.01
H -0.93492 1.58966 -1.58988 -0.07 0.03 0.03
C -1.27251 -2.20006 1.06019 -0.16 -0.28 -0.03
H -1.59967 1.92128 -0.15103 0.02 0.04 -0.04
C -1.39292 -2.42233 -1.32318 -0.10 -0.16 0.11
C -0.08850 -0.15064 4.48200 -0.07 -0.12 0.05
C 0.84963 1.48179 2.97270 -0.02 -0.03 -0.03
H -2.90867 -5.03429 0.24620 0.01 0.01 0.01
Ga -0.03604 -0.06202 0.06169 0.06 0.10 -0.01
C -2.08849 -3.62501 -1.14195 0.01 0.02 -0.07
H 0.36922 3.08942 0.58130 -0.06 0.05 0.04
H -0.62238 -1.07752 4.63770 0.02 0.03 0.04
H 1.37954 2.38951 6.17540 -0.01 -0.01 0.00
H 3.41854 1.63648 -0.87969 -0.01 -0.06 -0.06
H -2.16110 -3.73076 2.25511 -0.03 -0.05 -0.04
N 1.83768 0.24690 -0.59618 0.18 -0.16 0.18
H -1.19246 -2.08075 -2.32994 0.01 0.01 -0.01
H 1.82370 3.16921 3.87510 -0.01 -0.01 -0.01
N -0.87247 -1.50391 2.21568 -0.11 -0.18 0.04
C 0.20773 2.90359 -0.47724 0.06 0.03 -0.15
H 2.46412 -0.42228 -0.14333 0.02 0.04 -0.04
C 0.16673 0.29624 3.19128 -0.01 -0.02 0.04
C 1.29044 2.24304 4.04108 0.00 0.01 0.00



37
Properties=species:S:1:pos:R:3:forces:R:3 method="wB97M-V/def2-TZVPD" homo_energy_ha=-0.295 smiles=CCc1c[nH]c2ccccc12.CCc1c[nH]cn1 e_above_lowest_kj_mol=75.5
H -3.23139 2.50785 -2.11828 0.18 -0.04 0.64
H -2.07549 2.63001 -3.32124 0.60 -0.21 -0.04
C -2.19537 2.21444 -2.32046 -0.45 -0.78 0.14
H -2.97802 0.41409 -2.84345 0.34 -1.14 -0.02
H 2.20016 2.51160 1.96509 0.22 -0.15 -0.07
C -1.16196 -1.05066 0.90533 0.18 -0.69 1.15
H 2.87487 2.65569 0.37156 0.01 0.01 -0.23
H 4.41410 -1.54325 2.00772 -0.04 -0.61 -0.59
C -1.89298 0.06191 -0.93545 -0.98 0.58 0.28
H -0.86892 -2.41611 -2.22766 0.18 0.27 -0.15
C 2.11850 2.12524 0.94541 -1.07 0.28 -0.13
N 2.77767 -1.41758 0.56742 -0.97 -1.19 -1.06
C -1.16907 -1.11591 -0.49567 -1.17 1.40 -0.64
H -0.46232 -1.77672 2.75853 -0.07 -0.77 0.21
C -0.70242 -2.22633 -1.17941 0.46 -0.73 1.30
H -3.13968 1.44995 0.23419 0.31 0.33 0.20
H 0.50589 3.24544 -0.20570 0.69 0.24 0.13
C -0.58627 -2.04305 1.71709 0.29 1.10 -1.33
C -2.39265 0.67726 0.18038 1.00 -0.96 0.15
C -0.04428 -3.11388 1.01535 -0.41 0.22 1.56
H 0.08293 2.66040 1.35260 -0.25 -0.39 -0.15
C 2.42252 0.67196 0.95006 1.34 0.49 0.35
N 3.55543 0.29546 1.70512 -1.41 -0.54 -1.11
C 0.68042 2.40416 0.47355 -0.40 0.72 -0.16
C -0.13782 -3.20347 -0.36256 -0.06 -0.79 -1.45
C 1.91805 -0.37341 0.22319 1.72 0.03 1.08
C -2.05905 0.64726 -2.29731 -0.07 1.52 -0.93
N -1.86092 0.05434 1.31456 -0.81 0.46 -1.69
H 2.61102 -2.37787 0.29466 0.14 0.26 0.09
H -1.49986 2.62671 -1.60261 0.04 0.54 0.02
C 3.69834 -0.98475 1.42245 0.48 1.33 1.52
H 0.20627 1.60066 -0.08489 0.10 -0.43 0.36
H -1.15593 0.43707 -2.88042 -0.35 -0.39 -0.18
H 0.16856 -4.13726 -0.83234 0.09 0.15 0.10
H 0.34365 -3.94048 1.59748 0.26 -0.05 -0.19
H -2.12531 0.33549 2.22318 0.04 -0.17 0.89
H 1.16136 -0.50626 -0.51746 -0.17 0.08 -0.01